This record from OMol25 describes an isolated molecule of C2H4N2O2S. The level of theory is wB97M-V/def2-TZVPD.

## Properties
- LUMO level: 0.0172 hartree
- Orbital gap: 0.382 Eh
- 2S+1: 1
- HOMO: -9.935 eV
- ΔE to the lowest compared entry with this formula, charge and spin: 56.1 kcal/mol
- SMILES string: [H]/N=C(/NO)SC=O

Geometry (Å):
H -1.893 -2.110 -0.236
N -2.148 -1.133 -0.296
C -1.130 -0.388 -0.118
N -1.236 0.976 -0.406
O -0.573 1.871 0.426
S 0.465 -0.935 0.458
C 1.581 0.149 -0.426
O 2.760 0.107 -0.247
H -2.219 1.235 -0.559
H -0.915 1.736 1.341
H 1.069 0.821 -1.115

This record from OMol25 describes a structure of composition C24H34MoNO5P2 in a non-equilibrium geometry. The level of theory is wB97M-V/def2-TZVPD.

## Properties
- LUMO level (alpha / beta): -0.1811 / -0.2116 hartree
- Charge: +1
- Orbital gap (alpha / beta): 0.175 / 0.144 Eh
- 2S+1: 3
- HOMO (alpha / beta): -9.677 / -9.677 eV
- ΔE to the lowest compared entry with this formula, charge and spin: 0.0 kcal/mol

Geometry (Å):
C -0.821 3.879 -1.821
C -0.860 2.485 -1.459
N 0.188 1.956 -0.672
C 0.901 2.816 0.087
C 0.807 4.191 -0.096
C -0.036 4.747 -1.077
C -1.957 1.649 -1.771
P -2.072 0.011 -1.030
Mo 0.146 -0.137 -0.079
P 2.107 0.440 0.919
C 1.704 2.184 1.200
C 0.164 -2.313 0.026
C -0.900 -2.801 0.796
C -0.969 -4.169 1.065
C 0.045 -5.020 0.620
C 1.136 -4.516 -0.102
C 1.198 -3.147 -0.418
O -0.995 0.945 -5.059
O 0.486 -1.963 -4.185
H -1.507 4.202 -2.622
H 1.377 4.820 0.580
H -0.065 5.822 -1.256
C -3.445 0.450 0.085
C -2.766 -1.274 -2.142
H 2.634 2.732 1.322
H 1.122 2.259 2.126
H -1.145 1.140 -4.112
H -2.605 1.963 -2.610
C 2.448 -0.281 2.524
C 3.709 0.502 0.080
H -1.632 -2.101 1.191
H -1.814 -4.555 1.632
H -0.010 -6.084 0.848
H 1.940 -5.186 -0.417
H 2.017 -2.708 -0.996
H 0.757 -0.698 -1.534
H -0.089 -2.585 -3.733
H 0.000 -1.152 -4.361
H -0.063 1.173 -5.125
H 1.476 -0.276 -1.350
H -4.270 0.759 -0.573
H -3.718 -0.389 0.731
H -3.113 1.302 0.694
H -3.630 -0.830 -2.670
H -2.000 -1.615 -2.866
H -3.079 -2.132 -1.516
H 4.416 1.033 0.736
H 4.047 -0.530 -0.097
H 3.608 1.026 -0.880
H 3.300 0.246 2.974
H 1.555 -0.214 3.159
H 2.675 -1.344 2.372
O -2.279 2.857 3.731
C -2.119 2.053 4.771
C -2.471 2.500 6.066
C -2.275 1.660 7.149
C -1.748 0.369 6.975
C -1.406 -0.084 5.690
C -1.577 0.749 4.584
C -1.178 0.315 3.206
O -0.718 -0.829 3.041
O -1.311 1.204 2.260
H -1.869 2.267 2.914
H -2.878 3.503 6.177
H -2.540 2.011 8.150
H -1.594 -0.297 7.826
H -1.001 -1.078 5.519

This record from OMol25 describes a cluster of 8 separate species, C33H46BrClN7O3P2 in total in a non-equilibrium geometry. The level of theory is wB97M-V/def2-TZVPD.

## Properties
- LUMO level: -0.1583 hartree
- Charge: +1
- Orbital gap: 0.191 Eh
- 2S+1: 1
- HOMO: -9.498 eV

Geometry (Å):
C -0.030 -1.720 -5.973
C 0.888 -2.656 -5.002
Br 2.811 -2.652 -5.491
C 0.574 -2.194 -3.494
P 2.045 -2.267 -2.307
C 1.312 -2.507 -0.547
C 0.271 -1.337 -0.218
O 0.537 -0.388 0.540
Cl -1.436 -1.335 -0.936
P 3.292 -0.469 -2.225
O 3.852 0.024 -3.756
O 2.554 0.793 -1.346
H 0.617 -0.854 -6.336
H -0.489 -2.349 -6.808
H -0.911 -1.344 -5.328
H 0.517 -3.740 -5.114
H 0.080 -1.159 -3.413
H -0.219 -2.936 -3.090
H 2.831 -3.431 -2.574
H 0.703 -3.484 -0.608
H 2.133 -2.629 0.244
H 3.114 0.219 -4.387
H 2.181 1.439 -2.002
N 1.163 3.829 -3.111
C 0.624 4.748 -3.973
C -0.590 5.142 -3.465
C -0.789 4.441 -2.250
C 0.308 3.640 -2.055
H 2.049 3.367 -3.234
H 1.148 5.040 -4.870
H -1.260 5.858 -3.918
H -1.642 4.515 -1.591
H 0.556 2.953 -1.258
N 2.769 -4.254 3.899
C 2.272 -3.677 2.761
C 1.762 -2.446 3.098
C 1.964 -2.272 4.488
C 2.590 -3.402 4.955
H 3.200 -5.163 3.952
H 2.323 -4.193 1.814
H 1.296 -1.748 2.418
H 1.683 -1.415 5.082
H 2.921 -3.673 5.947
N -4.868 -2.811 -5.121
C -4.137 -2.004 -4.294
C -3.217 -2.789 -3.642
C -3.397 -4.119 -4.099
C -4.421 -4.101 -5.013
H -5.619 -2.504 -5.718
H -4.334 -0.945 -4.239
H -2.493 -2.446 -2.917
H -2.840 -4.992 -3.793
H -4.871 -4.892 -5.593
N 3.734 -1.684 8.174
C 3.134 -2.254 9.266
C 4.106 -2.497 10.205
C 5.338 -2.053 9.662
C 5.077 -1.553 8.410
H 3.262 -1.404 7.330
H 2.070 -2.438 9.279
H 3.949 -2.944 11.175
H 6.307 -2.093 10.136
H 5.729 -1.118 7.668
N -1.598 0.873 2.138
C -2.802 0.431 1.657
C -3.721 0.516 2.675
C -3.049 1.034 3.809
C -1.742 1.247 3.448
H -0.742 0.917 1.611
H -2.900 0.094 0.636
H -4.763 0.238 2.609
H -3.475 1.229 4.782
H -0.902 1.630 4.008
N -5.119 -0.527 -1.133
C -5.650 0.391 -2.001
C -6.864 0.794 -1.501
C -7.071 0.098 -0.284
C -5.977 -0.707 -0.081
H -4.235 -0.995 -1.248
H -5.120 0.677 -2.897
H -7.529 1.511 -1.959
H -7.925 0.178 0.372
H -5.736 -1.391 0.719
N 4.250 7.519 -0.261
C 3.375 7.396 0.785
C 2.340 6.589 0.381
C 2.603 6.206 -0.958
C 3.789 6.792 -1.326
H 5.100 8.058 -0.249
H 3.564 7.894 1.724
H 1.489 6.306 0.982
H 1.991 5.570 -1.583
H 4.343 6.756 -2.252

This record from OMol25 describes a cluster of 10 separate species, C37H92N2O10 in total in a non-equilibrium geometry. The level of theory is wB97M-V/def2-TZVPD.

## Properties
- LUMO level: 0.0130 hartree
- Orbital gap: 0.334 Eh
- 2S+1: 1
- HOMO: -8.730 eV
- SMILES string: CC1(C)CCCC(C)(C)N1O.CC1(C)CCCC(C)(C)N1O.CC(C)O.CC(C)O.CC(C)O.CCO.CCO.CCO.CCO.CCO

Geometry (Å):
C 6.013 1.543 -3.207
C 4.720 0.821 -3.366
C 5.123 -0.577 -3.823
C 3.924 0.943 -2.073
C 3.347 2.316 -1.843
C 2.490 2.808 -3.004
C 3.187 2.667 -4.390
C 2.100 2.847 -5.477
C 4.139 3.867 -4.537
N 3.751 1.319 -4.530
O 4.495 1.299 -5.737
H 6.619 0.820 -2.716
H 6.473 1.640 -4.172
H 5.938 2.434 -2.603
H 5.625 -0.545 -4.796
H 5.741 -1.130 -3.129
H 4.238 -1.190 -3.957
H 3.093 0.273 -2.129
H 4.483 0.564 -1.214
H 2.773 2.335 -0.936
H 4.212 2.984 -1.739
H 2.295 3.849 -2.811
H 1.556 2.239 -3.132
H 1.559 1.911 -5.668
H 2.669 2.998 -6.454
H 1.343 3.627 -5.333
H 4.415 3.951 -5.623
H 5.027 3.966 -3.832
H 3.533 4.777 -4.347
H 4.003 0.643 -6.294
C -5.568 1.919 4.116
C -4.753 0.656 3.642
C -3.922 0.130 4.790
C -5.741 -0.486 3.280
C -6.521 -0.238 1.975
C -5.542 -0.127 0.773
C -4.497 1.023 1.103
C -3.436 0.940 0.017
C -5.270 2.350 0.849
N -3.916 0.785 2.498
O -3.088 1.972 2.795
H -6.201 2.328 3.345
H -6.026 1.788 5.117
H -4.795 2.707 4.207
H -3.241 -0.656 4.490
H -3.273 0.927 5.246
H -4.626 -0.346 5.518
H -5.169 -1.431 3.241
H -6.441 -0.559 4.086
H -7.181 -1.082 1.822
H -7.128 0.616 2.166
H -6.008 0.285 -0.119
H -5.028 -1.036 0.442
H -3.976 0.781 -0.915
H -2.766 0.055 0.119
H -2.736 1.785 -0.095
H -5.715 2.312 -0.148
H -4.639 3.196 0.847
H -6.040 2.490 1.586
H -2.249 1.578 3.012
C 2.641 -5.779 2.958
C 1.161 -5.256 3.010
C 0.452 -5.799 4.255
O 1.039 -3.859 3.071
H 3.160 -5.464 2.050
H 2.646 -6.861 3.172
H 3.347 -5.382 3.692
H 0.698 -5.652 2.065
H -0.621 -5.569 4.239
H 0.911 -5.476 5.146
H 0.667 -6.832 4.303
H 1.374 -3.456 2.314
C 0.729 -0.819 -4.444
C -0.679 -1.348 -4.570
C -1.171 -1.557 -5.993
O -0.835 -2.536 -3.736
H 0.935 -0.790 -3.386
H 0.763 0.259 -4.720
H 1.483 -1.397 -4.962
H -1.304 -0.673 -4.030
H -1.112 -0.719 -6.641
H -2.197 -1.864 -6.146
H -0.571 -2.324 -6.561
H -0.405 -3.239 -4.208
C -0.431 -0.588 2.070
C 0.928 -0.634 1.242
C 2.077 -0.112 2.077
O 1.269 -1.939 0.857
H -1.159 -1.098 1.413
H -0.665 0.482 2.102
H -0.438 -1.021 3.116
H 0.799 0.038 0.282
H 2.332 -0.903 2.859
H 1.879 0.863 2.456
H 2.886 -0.120 1.294
H 0.457 -2.269 0.323
C -2.208 -3.692 0.791
C -1.808 -3.713 -0.709
O -0.942 -2.587 -0.877
H -3.057 -4.296 1.176
H -2.456 -2.721 1.165
H -1.260 -3.938 1.299
H -2.703 -3.634 -1.371
H -1.293 -4.674 -0.909
H -0.806 -2.474 -1.803
C -0.727 -1.754 6.219
C 0.772 -1.820 6.254
O 1.163 -3.153 5.849
H -1.097 -0.701 6.355
H -1.115 -2.456 7.006
H -1.178 -2.049 5.235
H 1.162 -1.657 7.295
H 1.251 -1.019 5.641
H 0.889 -3.290 4.899
C -2.348 5.907 -0.692
C -2.883 4.648 -0.110
O -1.903 4.093 0.854
H -2.090 6.783 -0.061
H -3.057 6.264 -1.479
H -1.458 5.634 -1.225
H -2.890 3.928 -0.942
H -3.835 4.841 0.418
H -2.440 3.607 1.527
C 3.899 -4.392 -2.678
C 2.966 -3.427 -1.997
O 3.654 -2.732 -0.898
H 3.440 -4.747 -3.592
H 4.019 -5.260 -2.033
H 4.853 -4.004 -2.948
H 2.095 -4.010 -1.558
H 2.579 -2.731 -2.752
H 3.036 -2.108 -0.501
C 1.369 5.982 0.586
C 1.499 4.728 1.464
O 0.823 3.556 0.968
H 2.101 6.649 1.068
H 0.359 6.351 0.764
H 1.622 5.796 -0.390
H 1.078 5.101 2.435
H 2.559 4.415 1.592
H -0.064 3.793 0.759

This record from OMol25 describes a structure of composition C22H20Cr2N4O6 in a non-equilibrium geometry. The level of theory is wB97M-V/def2-TZVPD.

## Properties
- LUMO level (alpha / beta): 0.0854 / 0.0893 hartree
- Charge: -1
- Orbital gap (alpha / beta): 0.120 / 0.275 Eh
- 2S+1: 10
- HOMO (alpha / beta): -0.949 / -5.060 eV

Geometry (Å):
Cr 1.019 -13.178 -13.291
Cr 3.477 -11.101 -12.486
C 3.543 -13.178 -14.147
O 3.864 -12.006 -14.321
O 3.199 -13.189 -12.920
O 2.669 -13.510 -14.957
C 0.902 -10.984 -11.766
O 0.526 -12.124 -11.453
O 1.882 -10.556 -11.192
O 1.312 -11.077 -12.951
N 1.412 -11.289 -17.258
C 0.954 -10.210 -16.584
C 0.652 -8.924 -17.029
C 0.895 -8.675 -18.353
C 1.362 -9.729 -19.209
C 1.597 -10.968 -18.581
H 0.694 -10.570 -15.600
H 0.161 -8.225 -16.368
H 0.822 -7.648 -18.678
H 1.548 -9.573 -20.261
H 2.043 -11.733 -19.199
N -1.066 -14.696 -8.166
C -0.636 -13.397 -8.114
C -0.378 -12.711 -6.937
C -0.735 -13.285 -5.758
C -1.304 -14.575 -5.705
C -1.345 -15.201 -6.941
H -0.290 -12.946 -9.032
H -0.077 -11.682 -7.060
H -0.790 -12.784 -4.803
H -1.619 -15.007 -4.766
H -1.533 -16.257 -6.813
N 4.679 -14.669 -7.481
C 3.847 -13.618 -7.457
C 2.876 -13.479 -8.429
C 2.732 -14.416 -9.460
C 3.524 -15.564 -9.429
C 4.498 -15.656 -8.377
H 4.025 -12.895 -6.674
H 2.089 -12.746 -8.328
H 2.000 -14.256 -10.238
H 3.372 -16.292 -10.212
H 5.129 -16.528 -8.284
N 0.372 -15.069 -12.572
C 0.872 -16.219 -13.098
C 0.297 -17.494 -12.823
C -0.745 -17.628 -11.901
C -1.093 -16.508 -11.085
C -0.524 -15.291 -11.509
H 1.790 -16.224 -13.668
H 0.650 -18.409 -13.275
H -1.129 -18.632 -11.798
H -1.824 -16.533 -10.290
H -0.909 -14.381 -11.075

This record from OMol25 describes a cluster of 2 separate species, C3H10N2O in total in a non-equilibrium geometry. The level of theory is wB97M-V/def2-TZVPD.

## Properties
- LUMO level: 0.0245 hartree
- Orbital gap: 0.351 Eh
- 2S+1: 1
- HOMO: -8.881 eV
- ΔE to the lowest compared entry with this formula, charge and spin: 43.7 kcal/mol
- SMILES string: C=CN.NCO

Geometry (Å):
C 2.387 2.784 -0.618
C 1.469 1.821 -0.622
N 0.515 1.662 -1.665
H 3.061 2.780 0.224
H 2.506 3.520 -1.395
H 1.569 1.050 0.139
H -0.117 0.917 -1.404
H 0.969 1.378 -2.524
N -2.155 -1.418 1.416
C -1.435 -2.395 0.625
O -0.105 -2.532 1.104
H -3.028 -1.775 1.769
H -2.305 -0.537 0.944
H -1.872 -3.378 0.701
H -1.453 -2.081 -0.403
H -0.006 -1.795 1.709

This record from OMol25 describes an isolated molecule of C3H7NO2S in a non-equilibrium geometry. The level of theory is wB97M-V/def2-TZVPD.

## Properties
- LUMO level (alpha / beta): -0.0495 / -0.0478 hartree
- Orbital gap (alpha / beta): 0.266 / 0.267 Eh
- 2S+1: 1
- HOMO (alpha / beta): -8.595 / -8.554 eV
- ΔE to the lowest compared entry with this formula, charge and spin: 82.3 kcal/mol
- SMILES string: CO[C@](C)(O)N=S

Geometry (Å):
C -0.711 -1.807 0.179
O -0.426 -0.510 0.696
C 0.440 0.333 -0.058
C 0.447 1.733 0.527
O 0.183 0.477 -1.392
N 1.699 -0.332 0.124
S 3.092 0.287 0.148
H -1.841 -1.921 -0.012
H -0.380 -2.504 0.918
H -0.122 -1.945 -0.735
H -0.474 2.416 0.420
H 1.243 2.290 0.022
H 0.612 1.556 1.542
H 0.756 -0.045 -1.869

This record from OMol25 describes a cluster of 2 separate species, C5H10OS in total in a non-equilibrium geometry. The level of theory is wB97M-V/def2-TZVPD.

## Properties
- LUMO level: 0.0272 hartree
- Orbital gap: 0.334 Eh
- 2S+1: 1
- HOMO: -8.350 eV
- ΔE to the lowest compared entry with this formula, charge and spin: 66.3 kcal/mol
- SMILES string: CSC1CC1.C=O

Geometry (Å):
C 1.310 1.317 -0.629
S 0.948 0.417 0.775
C 0.430 -1.204 0.066
C -0.813 -1.818 0.588
C -0.872 -1.212 -0.758
H 1.452 2.347 -0.330
H 2.340 1.046 -1.133
H 0.394 1.268 -1.369
H 1.296 -1.687 -0.378
H -1.397 -1.561 1.543
H -0.831 -2.955 0.395
H -0.977 -1.792 -1.600
H -1.266 -0.193 -0.904
C -2.403 1.803 2.067
O -2.470 1.848 0.860
H -1.549 2.230 2.576
H -3.287 1.591 2.740

This record from OMol25 describes a structure of composition C7H15CrF12FeN8O28S8 in a non-equilibrium geometry. The level of theory is wB97M-V/def2-TZVPD.

## Properties
- LUMO level (alpha / beta): -0.0622 / -0.1574 hartree
- Orbital gap (alpha / beta): 0.325 / 0.250 Eh
- 2S+1: 10
- HOMO (alpha / beta): -10.536 / -11.085 eV

Geometry (Å):
Fe 26.187 -0.180 34.449
Cr 25.113 -1.270 39.626
C 23.652 -3.626 35.804
F 22.733 -2.785 35.389
F 23.186 -4.401 36.758
F 24.129 -4.298 34.770
S 25.134 -2.689 36.484
O 26.250 -3.566 36.633
O 25.406 -1.664 35.442
O 24.706 -2.109 37.749
C 28.015 2.076 37.867
F 28.712 2.589 36.864
F 28.713 2.086 38.992
F 26.890 2.760 38.029
S 27.459 0.321 37.468
O 28.587 -0.558 37.427
O 26.525 -0.032 38.511
O 26.719 0.492 36.199
N 24.600 0.874 34.158
S 23.132 0.335 33.516
O 22.807 0.834 32.242
O 22.172 -0.129 34.438
F 23.850 -1.091 33.175
S 24.000 2.318 34.604
O 22.998 2.354 35.594
O 24.017 3.258 33.546
F 25.274 2.774 35.457
N 27.824 -1.091 33.964
S 29.427 -0.469 33.883
O 29.604 0.302 32.712
O 30.480 -1.269 34.367
F 29.206 0.627 34.992
S 28.207 -2.587 33.483
O 28.597 -3.515 34.477
O 28.741 -2.685 32.175
F 26.671 -3.008 33.275
N 23.678 0.113 39.724
S 22.881 0.718 41.073
O 21.644 0.110 41.354
O 23.130 2.066 41.424
F 23.861 -0.028 42.130
S 23.171 1.196 38.644
O 23.869 2.428 38.617
O 21.775 1.135 38.444
F 23.812 0.451 37.385
C 28.463 3.378 32.785
N 27.303 2.463 32.754
O 27.138 1.719 33.725
O 26.619 2.468 31.775
H 28.931 3.291 33.758
H 28.172 4.381 32.492
H 29.167 3.025 32.032
C 28.579 -3.520 38.769
N 27.204 -3.830 39.236
O 26.820 -4.959 39.163
O 26.553 -2.920 39.775
H 28.611 -3.494 37.684
H 29.205 -4.331 39.136
H 28.916 -2.625 39.277
C 26.496 4.972 39.594
N 26.345 6.002 40.658
O 27.292 6.720 40.900
O 25.276 6.017 41.231
H 25.854 5.178 38.746
H 26.272 4.015 40.056
H 27.545 4.957 39.315
C 27.900 0.910 42.521
N 26.776 0.738 41.591
O 26.406 -0.406 41.331
O 26.377 1.713 41.020
H 27.750 1.770 43.163
H 28.836 0.999 41.973
H 28.017 0.018 43.131
C 32.179 1.706 37.165
N 33.462 2.355 36.850
O 33.812 3.319 37.496
O 34.105 1.890 35.930
H 31.413 2.411 37.474
H 32.442 0.929 37.878
H 31.718 1.234 36.300